DFT (wB97M-V/def2-TZVPD) results for the molecule C3H3F3N2O2 in a non-equilibrium geometry.

- SMILES: C=CN([N+](=O)[O-])C(F)(F)F
- 2S+1: 1
- E_HOMO: -10.10 eV
- HOMO-LUMO gap: 10.225 eV
- Energy above the lowest of the compared OMol25 structures with the same formula, charge and spin: 57.25 kJ/mol

Geometry as XYZ:
```
13
Properties=species:S:1:pos:R:3:forces:R:3:mulliken_charge:R:1
C 1.975463 0.520919 -0.214724 -0.6465 -0.4254 0.3382 -0.70
C 0.985714 0.176439 0.601902 -1.1466 1.9795 0.7458 -0.08
C -0.743166 -0.341858 -1.126894 -1.4165 -5.1256 0.6379 0.74
N -0.379796 -0.154105 0.204724 2.4327 0.3479 1.7512 -0.01
N -1.337489 -0.119854 1.287326 1.5231 -0.0344 -0.8212 1.16
O -0.871945 -0.007408 2.378479 0.5212 0.0354 1.0472 -0.64
O -2.474244 -0.200556 1.013206 -2.1064 -0.0744 -1.0183 -0.59
F -1.669983 -1.352468 -1.162618 -1.4436 0.9917 0.2156 -0.30
F 0.209224 -1.034772 -1.791462 1.3115 1.9359 -0.4411 -0.25
F -1.193928 0.699310 -1.715399 -0.0327 1.2786 -1.2264 -0.23
H 2.896199 1.046304 0.107717 -0.8327 -0.7795 -0.2788 0.26
H 1.706321 0.258563 -1.214338 1.1532 0.3939 -0.8672 0.29
H 0.897631 0.509485 1.632082 0.6833 -0.5237 -0.0830 0.35
```
Forces are in eV/Å.

DFT (wB97M-V/def2-TZVPD) results for a structure of composition C36H36FN4O8Pt in a non-equilibrium geometry.

- 2S+1: 4
- E_HOMO (alpha / beta): -3.80 / -7.37 eV
- HOMO-LUMO gap (alpha / beta): 3.126 / 5.612 eV

Geometry as XYZ:
```
86
Properties=species:S:1:pos:R:3:forces:R:3:lowdin_spin:R:1
Pt -0.504444 1.688335 4.472447 0.7362 -0.8034 -0.9121 1.58
F 0.049902 0.606599 2.725409 0.1816 -0.2420 -0.0652 0.15
O 1.481535 1.298680 5.612614 -1.1924 1.3503 1.1190 0.06
C 2.515307 0.661906 5.580198 1.0638 -0.1817 -0.3494 0.01
N 2.655973 -0.301928 4.695463 0.7768 -1.5697 -1.0409 0.00
C 3.798539 1.030643 6.323207 -0.5983 0.4576 -0.5304 0.00
H 2.000454 -0.403792 3.933878 -0.2843 -0.0799 0.1733 0.00
H 3.542298 -0.782273 4.633835 -0.2731 0.0191 -0.1726 0.00
H 4.614558 0.925947 5.608184 0.0295 0.1220 -0.0042 0.00
H 4.090754 0.438547 7.190458 -0.5535 0.1933 0.1352 0.00
H 3.631675 2.092871 6.501878 0.4802 -0.1043 0.6318 0.00
O -1.257340 -0.236867 5.204826 -0.3220 0.7851 0.3370 0.05
C -1.614449 -1.339412 4.790262 -0.4655 -1.7224 0.7947 0.01
N -1.357375 -1.803210 3.560469 -0.2695 0.1724 0.2668 0.00
C -2.315661 -2.284627 5.818327 -0.0975 0.2865 -0.9168 0.00
H -0.977883 -1.153007 2.887184 0.2956 0.2128 -0.0750 0.00
H -1.653622 -2.713917 3.239608 -0.0714 0.2099 0.2572 0.00
H -3.392972 -2.356235 5.668763 -0.1502 0.5707 -0.3512 0.00
H -2.187246 -1.897766 6.829243 0.3631 -0.1947 -0.1999 0.00
H -2.041134 -3.331868 5.691737 0.6174 0.1195 0.2183 0.00
O 0.674064 3.434882 3.845167 -3.2944 -1.7342 6.2297 0.04
C 1.050629 3.813323 2.806617 2.9091 2.5855 -4.1149 0.01
N 1.679110 2.991856 1.978412 0.6237 0.6114 -1.4069 0.01
C 0.952038 5.300870 2.483486 -0.7582 0.0954 -1.1752 0.00
H 2.038022 3.379787 1.117716 -0.1208 -0.4115 -0.0160 0.00
H 1.747223 1.999733 2.154880 -0.4116 0.0401 -0.0141 0.00
H 1.511772 5.659127 1.619520 0.4659 -0.3080 0.1773 0.00
H 1.042668 6.011244 3.305220 0.3545 -0.6322 0.2746 0.00
H -0.068987 5.449230 2.131920 -0.3534 -0.1327 0.0639 0.00
O -2.369766 2.273222 3.348146 3.4218 1.3914 3.2705 0.06
C -3.208854 1.861920 2.608615 -1.2653 -0.6023 -2.0506 0.01
N -2.908988 0.768347 1.832661 -0.7622 0.7430 0.1150 0.00
C -4.513733 2.621895 2.730273 0.2079 -1.5279 -0.8987 0.00
H -1.907083 0.651886 1.780509 0.3168 -0.1008 0.0783 0.00
H -3.345107 0.591204 0.939066 -0.3928 0.2074 0.1344 0.00
H -4.438770 3.347533 3.540164 0.0746 -0.2494 -0.2321 0.00
H -5.158699 1.781993 2.988494 -0.9610 0.4950 -0.0746 0.00
H -4.768382 3.089945 1.779379 -0.3226 -0.1464 0.0856 0.00
C -1.103395 2.738199 -0.128919 0.4185 -0.7504 -1.1005 0.02
C -1.629765 3.862117 -0.755044 -0.6327 0.2664 -0.1521 0.03
C -1.846107 3.903206 -2.130364 0.7801 -0.0621 0.8280 0.00
C -1.497284 2.794410 -2.908008 -0.0181 -0.1571 -1.5674 0.07
C -1.033314 1.609946 -2.258624 0.6632 -1.9066 -2.0425 0.06
C -0.763014 1.608674 -0.896916 -0.9898 1.5391 1.9319 0.01
C -0.796092 0.322321 -3.085171 -1.2388 2.3718 -0.1569 0.11
O -0.498739 -0.737253 -2.546319 0.6329 -1.0266 0.8709 0.19
C -1.077057 0.398894 -4.543147 1.3768 0.1421 1.6346 0.05
C -0.757036 -0.738914 -5.298823 -0.7312 -1.0657 -1.4872 0.01
C -1.080415 -0.813373 -6.647518 -0.0757 1.3256 1.2837 0.02
C -1.576793 0.375015 -7.220915 -0.0642 -1.2592 -0.6875 0.03
C -1.677310 1.557757 -6.541762 -0.4725 -0.4027 -1.1217 0.01
C -1.463681 1.601219 -5.168176 0.2461 0.8544 0.4754 0.06
C -1.656257 2.875385 -4.442062 -0.1301 -2.0259 2.4536 0.11
O -2.081792 3.890732 -4.962200 -0.1766 1.2730 -0.7506 0.19
H -0.948161 2.712214 0.939552 0.0299 0.0632 0.1686 0.00
H -1.958238 4.675369 -0.124851 0.0474 0.3913 -0.0472 0.00
H -2.181969 4.830904 -2.569652 -0.1979 -0.1547 -0.3269 0.00
H -0.446306 0.820844 -0.229529 0.3979 -0.8714 -0.9148 0.00
H -0.369596 -1.667217 -4.905693 0.0775 0.2624 0.8438 0.00
H -0.996040 -1.735410 -7.203499 0.1371 0.0204 -0.0858 0.00
H -1.947906 0.264657 -8.229134 0.1464 0.5105 -0.3473 0.00
H -2.003483 2.380026 -7.161339 -0.0722 0.5096 0.5954 0.00
C 2.811813 -1.247923 0.421242 1.4038 0.5329 -0.0088 0.00
C 1.690373 -1.760896 1.026152 0.6046 0.6064 -0.0213 0.00
C 1.005371 -2.732283 0.357956 -0.6570 -0.4473 -0.3483 0.00
C 1.450473 -3.215440 -0.880415 1.2854 0.9672 0.8083 0.00
C 2.716426 -2.810966 -1.395092 -0.4880 -0.5737 1.1723 0.00
C 3.379407 -1.792678 -0.712625 -0.4666 -0.2785 -0.9110 0.00
C 3.377078 -3.557622 -2.533285 -1.8504 0.9403 -0.9195 0.00
O 4.568962 -3.489569 -2.738283 -0.7484 -0.5130 -0.0318 0.00
C 2.281884 -4.134579 -3.498751 1.3095 0.1728 -0.2010 0.00
C 2.643508 -4.389576 -4.849541 -1.2658 -0.1102 1.5046 0.00
C 1.651165 -4.788559 -5.752584 0.5279 -1.6076 0.2123 0.00
C 0.323016 -5.081544 -5.365260 0.9512 2.2890 1.7753 0.00
C -0.023339 -4.683846 -4.056126 1.0003 -0.9200 0.6885 0.00
C 0.961965 -4.293581 -3.069143 -0.7269 -0.0998 -2.0577 0.00
C 0.583191 -4.078908 -1.644232 -1.6079 -1.8667 -0.6906 0.00
O -0.398510 -4.658508 -1.178495 0.9185 0.8650 -0.2382 0.00
H 3.351097 -0.422249 0.861522 -0.0585 0.1994 0.2340 0.00
H 1.393106 -1.298611 1.955840 -0.4899 -0.2253 0.0245 0.00
H 0.071322 -3.072616 0.779997 -0.1391 -0.3091 -0.3216 0.00
H 4.252525 -1.371717 -1.188930 0.2880 -0.0539 0.3006 0.00
H 3.708962 -4.356185 -5.023032 -0.0441 0.1483 -0.6624 0.00
H 1.986732 -5.187074 -6.698622 -0.0022 0.4410 -0.4121 0.00
H -0.446845 -5.424553 -6.040580 0.1849 -0.1023 -0.1117 0.00
H -1.035960 -4.846863 -3.717837 -0.0815 0.1723 0.1560 0.00
```
Forces are in eV/Å.

> What is the 2S+1 in the second record?

4

> Which formula does entry 1 have?

C3H3F3N2O2